No. 1
# ClOS2

A cluster of 2 separate species, ClOS2 in total (wB97M-V/def2-TZVPD, the OMol25 dataset).

Element x y z (Å)
O1 0.16447 1.42447 0.55213
S1 -2.04893 -1.74635 -0.38692
S2 0.24508 0.30081 -0.48423
Cl1 1.75849 -1.06323 -0.21046

Output
* total charge: -1
* HOMO energy (spin up / spin down): -0.1279 / -0.1185 hartree
* multiplicity: 1
* LUMO energy (spin up / spin down): 0.08873 / 0.12396 hartree

No. 2
# ClPS

An isolated molecule of ClPS (wB97M-V/def2-TZVPD, the OMol25 dataset).

Element x y z (Å)
S1 0.99786 1.31797 -0.00389
P1 0.17131 -0.38489 0.73015
Cl1 -0.78759 -1.76124 1.86784

Output
* SMILES string: S=PCl
* HOMO energy: -0.3165 hartree
* multiplicity: 1
* LUMO energy: -0.06942 hartree

Record-wise ΔE to the lowest compared entry with this formula, charge and spin values, in eV: 2.835; 1.406